The following is a DFT calculation (the ωB97M-V functional and the def2-TZVPD basis) of a cluster of 10 separate species, C30H82N2O10 in total at a distorted geometry.

CARTESIAN COORDINATES (ANGSTROEM)
C 0.148 5.624 -0.231
C 0.010 4.310 0.539
O -1.342 3.880 0.438
H 1.084 6.169 -0.003
H -0.646 6.324 0.069
H 0.170 5.536 -1.306
H 0.197 4.553 1.536
H 0.763 3.602 0.215
H -1.485 3.449 -0.429
C 0.307 -0.442 0.449
C -1.137 -0.186 0.975
O -2.037 -0.148 -0.043
H 0.311 -1.371 -0.089
H 0.930 -0.612 1.317
H 0.694 0.422 -0.128
H -1.258 0.742 1.552
H -1.253 -1.015 1.659
H -2.946 -0.138 0.342
C -5.326 1.795 -0.240
C -5.629 0.435 0.422
C -5.531 -0.759 -0.556
O -4.822 0.169 1.493
H -5.912 1.946 -1.117
H -4.304 1.956 -0.587
H -5.481 2.575 0.465
H -6.654 0.524 0.823
H -6.057 -1.625 -0.174
H -4.506 -1.073 -0.801
H -5.973 -0.421 -1.508
H -4.386 1.039 1.689
C -2.430 2.152 4.518
C -3.299 2.914 3.493
C -2.983 4.378 3.206
O -3.314 2.219 2.224
H -2.420 2.684 5.505
H -1.412 1.910 4.184
H -2.809 1.081 4.665
H -4.318 2.928 3.828
H -3.225 5.044 4.029
H -3.546 4.762 2.349
H -2.018 4.585 2.927
H -2.845 2.746 1.518
C 4.838 4.322 0.203
C 6.064 5.210 0.111
C 6.140 6.032 -1.179
O 6.242 5.989 1.278
H 4.657 3.833 -0.796
H 3.998 4.992 0.409
H 4.751 3.641 1.047
H 6.945 4.571 -0.006
H 5.281 6.675 -1.377
H 6.448 5.324 -1.938
H 7.000 6.731 -1.118
H 6.974 6.607 1.214
C -1.016 3.785 -3.516
C -1.372 2.372 -3.212
C -0.309 1.343 -3.737
O -1.481 2.314 -1.772
H -1.607 4.559 -3.120
H -1.130 4.029 -4.565
H -0.032 3.969 -3.148
H -2.339 2.110 -3.598
H -0.710 0.302 -3.684
H 0.549 1.376 -3.032
H 0.151 1.552 -4.665
H -1.847 1.506 -1.441
C 2.381 -3.270 5.584
C 1.773 -1.986 4.926
C 2.929 -1.066 4.590
O 1.006 -2.306 3.834
H 2.984 -3.718 4.784
H 1.675 -3.970 6.011
H 3.050 -2.964 6.334
H 1.129 -1.518 5.672
H 3.610 -1.618 3.950
H 3.440 -0.642 5.499
H 2.634 -0.112 4.099
H 0.175 -2.637 4.092
C -3.313 -3.060 -3.800
C -2.653 -2.704 -2.557
C -1.213 -3.283 -2.414
O -2.576 -1.242 -2.542
H -4.328 -2.643 -3.728
H -3.523 -4.094 -3.857
H -2.811 -2.626 -4.678
H -3.343 -3.013 -1.781
H -0.514 -2.807 -3.059
H -1.255 -4.314 -2.666
H -0.877 -3.165 -1.389
H -2.242 -0.998 -1.666
C 5.581 -1.418 -4.789
C 5.128 -1.961 -3.460
C 4.788 -3.432 -3.672
O 3.470 -3.632 -4.175
C 3.288 -5.091 -4.463
N 6.316 -1.862 -2.629
H 4.904 -1.478 -5.554
H 6.504 -1.839 -5.173
H 5.805 -0.326 -4.650
H 4.226 -1.375 -3.108
H 4.916 -3.879 -2.662
H 5.588 -3.775 -4.313
H 2.981 -5.515 -3.538
H 4.227 -5.608 -4.700
H 2.487 -5.267 -5.158
H 6.715 -0.924 -2.801
H 6.133 -2.013 -1.640
C -3.916 -3.957 3.060
C -2.823 -3.496 2.200
C -1.518 -4.272 2.421
O -0.548 -3.750 1.567
C 0.600 -4.492 1.328
N -3.084 -3.709 0.751
H -4.096 -5.030 2.883
H -4.896 -3.509 2.913
H -3.695 -3.877 4.120
H -2.659 -2.440 2.350
H -1.623 -5.335 2.210
H -1.095 -4.088 3.524
H 0.458 -5.417 0.730
H 1.158 -4.840 2.206
H 1.332 -3.817 0.799
H -2.352 -3.416 0.204
H -3.941 -3.210 0.404

Calculated values
lowest unoccupied orbital energy	0.4	eV
energy relative to the best compared isomer or geometry (same formula, charge and spin)	0.00	kJ/mol
highest occupied orbital energy	-9.05	eV
net charge	0
max |F|	4.09	eV Å⁻¹
SMILES string	COC[C@H](C)N.COC[C@H](C)N.CC(C)O.CC(C)O.CC(C)O.CC(C)O.CC(C)O.CC(C)O.CCO.CCO
E	-2053.97014	Eh

=====

The following is a DFT calculation (the ωB97M-V functional and the def2-TZVPD basis) of a cluster of 12 separate species, C30H82N5O15P2S in total at a distorted geometry.

CARTESIAN COORDINATES (ANGSTROEM)
C 3.969 3.290 1.878
C 4.467 2.082 1.061
C 4.794 2.547 -0.368
C 5.016 1.428 -1.432
C 5.279 0.012 -0.896
C 4.065 -0.968 -0.901
C 2.681 -0.329 -1.009
C 1.572 -1.395 -0.881
C 1.647 -2.224 0.435
C 0.322 -2.202 1.195
C -0.746 -3.094 0.484
C -1.930 -2.308 -0.067
C -2.968 -1.860 1.006
C -4.359 -2.405 0.630
C -5.519 -1.473 1.069
N -6.515 -1.272 -0.035
C -6.573 -0.042 -0.543
N -5.871 1.026 -0.165
C -6.213 2.071 -0.860
P -5.571 3.788 -0.741
C -6.113 4.346 0.949
O -6.441 4.711 -1.809
N -7.141 1.692 -1.740
N -7.360 0.382 -1.556
N -8.298 -0.222 -2.409
C -7.934 -0.248 -3.608
O -7.898 -0.084 -4.757
P -7.452 -2.651 -0.497
O -7.103 -2.981 -2.019
O -7.009 -3.932 0.325
S -9.316 -2.335 -0.185
H 2.892 3.460 1.805
H 4.214 3.110 2.931
H 4.510 4.195 1.588
H 3.818 1.210 1.125
H 5.417 1.789 1.525
H 5.665 3.198 -0.357
H 3.951 3.160 -0.713
H 4.212 1.472 -2.167
H 5.909 1.718 -1.997
H 5.741 -0.006 0.094
H 6.031 -0.436 -1.555
H 4.179 -1.612 -1.783
H 4.172 -1.643 -0.053
H 2.452 0.427 -0.254
H 2.534 0.115 -1.990
H 0.597 -0.893 -0.862
H 1.561 -2.077 -1.738
H 2.414 -1.768 1.071
H 1.970 -3.238 0.186
H -0.060 -1.178 1.260
H 0.475 -2.613 2.197
H -0.232 -3.524 -0.396
H -1.028 -3.952 1.100
H -2.407 -2.918 -0.841
H -1.552 -1.403 -0.553
H -2.958 -0.779 1.164
H -2.652 -2.310 1.952
H -4.467 -2.567 -0.447
H -4.477 -3.375 1.112
H -5.175 -0.527 1.477
H -6.083 -1.959 1.871
H -7.024 3.801 1.199
H -5.354 3.956 1.629
H -6.230 5.424 1.011
H -6.564 5.594 -1.441
H -7.585 2.314 -2.403
H -6.338 -2.474 -2.324
H -7.157 -3.806 1.272
C -3.837 -5.933 -1.067
O -2.468 -5.700 -1.389
H -3.994 -5.648 -0.029
H -4.487 -5.330 -1.708
H -4.083 -6.989 -1.190
H -2.348 -5.959 -2.308
C -9.396 4.424 3.297
O -8.027 4.165 3.605
H -9.444 4.884 2.312
H -9.967 3.493 3.286
H -9.827 5.108 4.031
H -8.001 3.760 4.476
C 5.560 -0.895 3.465
O 4.858 -1.282 2.281
H 6.303 -0.148 3.198
H 4.870 -0.469 4.194
H 6.061 -1.768 3.893
H 4.207 -1.942 2.535
C -0.502 1.460 -2.581
O 0.792 1.702 -2.038
H -0.469 0.540 -3.160
H -1.233 1.349 -1.771
H -0.800 2.283 -3.234
H 0.742 2.517 -1.529
C -0.203 -4.005 -4.020
O -0.069 -4.308 -2.636
H 0.363 -3.101 -4.228
H 0.191 -4.823 -4.629
H -1.256 -3.836 -4.273
H -0.575 -5.108 -2.469
C -4.190 1.136 -4.456
O -2.857 1.411 -4.855
H -4.290 1.404 -3.404
H -4.896 1.729 -5.046
H -4.413 0.071 -4.580
H -2.778 1.172 -5.783
C 8.583 -2.263 1.627
O 7.717 -3.045 0.807
H 9.565 -2.731 1.648
H 8.675 -1.255 1.214
H 8.186 -2.215 2.643
H 6.858 -2.610 0.806
C 5.607 2.701 6.047
O 4.744 1.923 5.221
H 6.583 2.223 6.065
H 5.711 3.712 5.643
H 5.214 2.753 7.065
H 3.886 2.356 5.213
C 6.468 6.220 -0.645
O 5.621 5.441 -1.484
H 7.448 5.749 -0.620
H 6.569 7.234 -1.040
H 6.065 6.261 0.371
H 4.760 5.868 -1.496
C -1.847 4.286 -0.080
O -0.561 4.247 0.524
H -1.959 3.412 -0.717
H -2.625 4.272 0.690
H -1.950 5.189 -0.690
H -0.476 5.025 1.082
C 10.410 -6.125 0.565
O 9.060 -5.744 0.792
H 10.462 -7.212 0.564
H 10.755 -5.751 -0.403
H 11.056 -5.739 1.360
H 9.025 -4.781 0.791

Calculated values
lowest unoccupied orbital energy	-3.5	eV
highest occupied orbital energy	-10.56	eV
net charge	+1
max |F|	3.31	eV Å⁻¹
E	-3675.06462	Eh